1.
Here is a structure of composition C20H23ClN4O15S4 from the Open Molecules 2025 dataset. Energies are from wB97M-V/def2-TZVPD.

Geometry (Å):
1 C 1.430 2.005 -0.848
2 C 0.803 2.300 -2.282
3 Cl 2.078 3.036 -3.401
4 C 0.232 0.945 -2.855
5 C -0.791 0.239 -1.901
6 C -0.663 -1.172 -1.487
7 C 0.584 -1.978 -2.004
8 C 0.315 -2.991 -3.040
9 C 1.490 -3.773 -3.534
10 C 2.826 -3.456 -2.929
11 C 2.848 -2.399 -1.897
12 N 1.791 -1.649 -1.439
13 C -1.721 -1.803 -0.581
14 O -1.539 -3.164 -0.248
15 C -2.875 -1.064 -0.052
16 O -3.852 -1.628 0.781
17 N -3.378 -1.828 2.080
18 O -3.599 -2.955 2.346
19 C -2.970 0.398 -0.462
20 N -3.992 1.213 -0.013
21 S -3.667 2.704 -0.712
22 N -2.290 2.381 -1.611
23 C -1.949 1.061 -1.391
24 H 0.639 2.172 -0.075
25 H 2.321 2.668 -0.690
26 H 1.759 0.926 -0.843
27 H -0.004 3.089 -2.221
28 H 1.071 0.255 -3.153
29 H -0.319 1.197 -3.818
30 H -0.679 -3.239 -3.482
31 H 1.428 -4.571 -4.313
32 H 3.746 -4.013 -3.254
33 H 3.854 -2.178 -1.434
34 H -0.695 -3.207 0.243
35 C -5.410 6.880 0.416
36 C -5.419 7.846 1.587
37 O -4.302 7.459 2.390
38 S -3.133 6.883 1.432
39 O -2.199 7.929 1.187
40 O -2.748 5.601 1.915
41 O -4.031 6.686 0.100
42 H -5.835 5.913 0.698
43 H -5.947 7.273 -0.446
44 H -6.342 7.794 2.162
45 H -5.255 8.874 1.253
46 C 1.760 -7.822 -0.392
47 C 1.442 -6.338 -0.423
48 O 2.584 -5.706 0.159
49 S 3.906 -6.568 -0.194
50 O 4.540 -5.972 -1.325
51 O 4.595 -6.850 1.017
52 O 3.155 -7.912 -0.689
53 H 1.595 -8.241 0.603
54 H 1.178 -8.383 -1.122
55 H 0.540 -6.094 0.136
56 H 1.342 -5.975 -1.450
57 C 2.977 0.737 4.508
58 C 3.753 1.933 3.985
59 O 3.089 2.300 2.774
60 S 1.511 1.972 2.914
61 O 0.835 3.169 3.281
62 O 1.119 1.176 1.801
63 O 1.608 1.025 4.222
64 H 3.253 -0.177 3.976
65 H 3.120 0.589 5.578
66 H 4.799 1.699 3.794
67 H 3.690 2.778 4.675

Output
- HOMO (eV) = -8.64
- F_max (eV/A) = 3.57
- multiplicity = 1
- gap between HOMO and LUMO (Eh) = 0.2812


2.
Here is a structure of composition C7H16B3NO6Tl from the Open Molecules 2025 dataset. Energies are from wB97M-V/def2-TZVPD.

Geometry (Å):
1 C -2.778 0.516 3.045
2 N -2.681 1.268 1.835
3 C -3.878 1.398 1.073
4 C -1.373 0.906 1.004
5 O -1.486 -0.176 0.591
6 C -0.326 1.903 0.941
7 B 0.988 1.467 0.161
8 O 2.164 1.327 0.805
9 B 3.228 0.998 0.012
10 O 4.403 1.655 0.096
11 O 3.007 -0.074 -0.924
12 B 1.747 0.158 -1.575
13 C 1.265 -0.871 -2.639
14 C 0.473 -2.098 -2.198
15 C 1.005 -2.810 -0.929
16 O 0.209 -3.878 -0.574
17 O 1.020 1.252 -1.182
18 H -3.406 -0.364 2.860
19 H -1.802 0.259 3.432
20 H -3.328 1.129 3.777
21 H -4.746 1.179 1.683
22 H -3.853 0.721 0.209
23 H -3.961 2.420 0.682
24 H -0.094 2.204 1.964
25 H -0.753 2.782 0.446
26 H 4.576 2.232 -0.666
27 H 0.606 -0.341 -3.324
28 H 2.142 -1.179 -3.202
29 H -0.578 -1.859 -2.076
30 H 0.532 -2.846 -2.984
31 H 0.990 -2.070 -0.102
32 H 1.994 -3.224 -1.079
33 H -0.711 -3.615 -0.429
34 Tl 5.407 -0.370 -0.735

Output
- net charge = +3
- HOMO (eV) = -18.80
- F_max (eV/A) = 3.55
- multiplicity = 1
- gap between HOMO and LUMO (Eh) = 0.0918


> Look up the gap between HOMO and LUMO of the first one.

0.2812 Eh